Run 1
19
Properties=species:S:1:pos:R:3:lowdin_charge:R:1 method="wB97M-V/def2-TZVPD" total_charge=-1 homo_energy_ha=-0.141 orbital_gap_ev=7.187
O -0.25 -2.06 2.16 -0.23
O -0.59 2.14 -1.75 0.00
O -2.56 -2.17 1.28 -0.35
O 2.58 2.56 -2.05 -0.05
C -0.65 0.97 -1.45 -0.22
C -0.49 -0.32 0.55 -0.20
C 0.43 -1.20 1.44 -0.46
C 0.49 0.46 -0.42 -0.13
H 1.69 2.83 -2.31 0.02
H -1.41 -2.30 1.74 0.03
H -1.51 0.46 -1.73 0.09
H 1.12 -0.73 2.12 0.10
H -2.62 -1.21 1.10 -0.07
H -0.76 0.39 1.33 0.12
H 1.01 -1.72 0.73 0.07
H 2.65 1.63 -2.05 0.00
H -1.34 -0.72 -0.02 0.08
H 1.25 -0.27 -0.81 0.10
H 0.98 1.25 0.13 0.10

---

Run 2
19
Properties=species:S:1:pos:R:3:lowdin_charge:R:1 method="wB97M-V/def2-TZVPD" total_charge=-1 homo_energy_ha=-0.175 orbital_gap_ev=8.307
O 1.62 -0.26 -0.19 -0.31
O 1.33 -2.53 -1.28 -0.21
O 2.85 1.91 -0.21 -0.19
O -3.73 0.07 -1.04 -0.12
C -2.74 0.41 -0.25 -0.34
C -1.44 -0.28 -0.12 -0.10
C 0.83 -0.23 0.98 -0.38
C -0.50 0.48 0.83 -0.22
H -1.00 0.49 1.82 0.11
H -0.33 1.57 0.49 0.14
H 1.31 -2.36 -2.21 -0.03
H 2.28 2.58 -0.72 0.04
H -2.43 -0.71 0.40 0.15
H 1.41 0.32 1.78 0.11
H 2.37 1.02 -0.28 -0.06
H -2.88 1.18 0.57 0.14
H -1.02 -0.85 -1.03 0.16
H 1.46 -1.53 -0.86 -0.01
H 0.61 -1.28 1.35 0.12

---

Run 3
19
Properties=species:S:1:pos:R:3:lowdin_charge:R:1 method="wB97M-V/def2-TZVPD" total_charge=-1 homo_energy_ha=-0.138 orbital_gap_ev=6.887
O 3.34 -0.04 0.64 -0.17
O -5.17 -1.01 -0.46 -0.07
O 3.25 -1.12 -1.60 -0.45
O -2.60 0.59 0.32 0.01
C -1.51 0.54 -0.21 -0.25
C -0.27 0.96 0.51 -0.17
C 2.11 0.43 1.08 -0.35
C 0.98 0.23 0.03 -0.21
H -0.41 0.87 1.58 0.11
H -1.40 0.14 -1.23 0.13
H 1.81 -0.11 2.00 0.10
H 3.28 -0.54 -0.28 -0.03
H -5.07 -1.76 0.13 0.03
H 1.48 0.64 -0.85 0.11
H 2.24 1.50 1.31 0.10
H -4.38 -0.47 -0.34 -0.01
H -0.11 2.02 0.29 0.12
H 0.88 -0.85 -0.09 0.11
H 2.81 -1.94 -1.82 -0.13

---

Most stable one: run 3, least stable one: run 1.

---

Run 1
15
Properties=species:S:1:pos:R:3:lowdin_charge:R:1 method="wB97M-V/def2-TZVPD" homo_energy_ha=-0.342 orbital_gap_ev=9.970
N -2.50 0.41 -0.90 0.14
C 0.09 -1.51 0.35 -0.10
C -0.08 0.68 -1.65 -0.03
C -1.44 0.61 -1.29 -0.36
C 0.74 -0.12 0.23 -0.23
C 0.27 0.78 1.36 -0.13
H 0.54 -2.04 -0.61 0.12
H -0.99 -1.51 0.35 0.06
H -0.83 0.70 1.41 0.07
H 0.50 1.92 1.22 0.10
H 1.78 -0.14 0.10 0.08
H 0.19 1.75 -1.82 0.09
H 0.34 -0.07 -2.27 0.05
H 0.59 -1.92 1.20 0.06
H 0.80 0.47 2.32 0.09

---

Run 2
15
Properties=species:S:1:pos:R:3:lowdin_charge:R:1 method="wB97M-V/def2-TZVPD" smiles="C/C=C1C=N/1.C" homo_energy_ha=-0.320 orbital_gap_ev=9.655
N 2.04 1.35 0.91 0.19
C 1.22 -1.97 0.49 -0.11
C 2.20 1.70 -0.30 -0.04
C 1.58 -0.88 -0.48 -0.16
C 1.86 0.35 -0.14 -0.28
C -2.04 1.31 0.15 -0.04
H 1.55 -1.13 -1.53 0.10
H -2.04 1.11 -0.91 0.01
H 1.68 -2.90 0.18 0.06
H -1.09 1.04 0.58 0.00
H 1.55 -1.71 1.49 0.07
H -2.22 2.37 0.32 0.01
H -2.83 0.75 0.63 0.01
H 2.44 2.54 -0.91 0.10
H 0.14 -2.11 0.50 0.07

---

Most stable one: run 1, least stable one: run 2.

---

Run 1
15
Properties=species:S:1:pos:R:3:lowdin_charge:R:1 method="wB97M-V/def2-TZVPD" homo_energy_ha=-0.245 orbital_gap_ev=7.275
N -0.29 1.96 0.57 0.06
C 1.69 -0.77 -1.17 0.03
C 1.23 -0.81 0.04 -0.27
C 0.66 -0.64 1.24 -0.12
C -0.65 0.81 0.23 -0.34
C -1.89 0.41 -0.50 -0.10
H -0.06 -1.37 1.59 0.10
H 1.07 0.09 1.93 0.09
H -2.48 1.28 -0.83 0.07
H -2.53 -0.21 0.14 0.07
H -0.98 2.71 0.36 0.04
H 1.22 -0.16 -1.92 0.08
H 2.11 -1.75 1.17 0.16
H 2.56 -1.37 -1.44 0.07
H -1.66 -0.19 -1.39 0.06

---

Run 2
15
Properties=species:S:1:pos:R:3:lowdin_charge:R:1 method="wB97M-V/def2-TZVPD" smiles="C=CC(=C)NC" homo_energy_ha=-0.298 orbital_gap_ev=9.182
N 0.72 -0.28 0.88 -0.06
C -0.92 -1.32 -1.92 0.02
C -0.90 -1.23 -0.59 -0.14
C 1.52 0.83 1.35 -0.13
C -1.04 1.16 0.04 0.04
C -0.42 -0.02 0.13 -0.41
H -0.76 -2.14 -0.02 0.10
H -0.86 -0.41 -2.51 0.06
H -1.84 1.33 -0.66 0.05
H -0.76 1.98 0.69 0.04
H 1.25 -1.04 0.48 0.12
H 2.45 0.44 1.76 0.08
H 1.01 1.37 2.15 0.08
H -1.23 -2.25 -2.37 0.05
H 1.76 1.58 0.59 0.08

---

Most stable one: run 2, least stable one: run 1.